Record 1
A molecular structure, C21H43EuN2OP3S in a non-equilibrium geometry. Source: the Open Molecules 2025 dataset; level of theory: ωB97M-V with the def2-TZVPD basis set.

Properties
total charge: +3
⟨S²⟩: 12.05
M: 616.54 g/mol
multiplicity: 7
frontier orbital gap (alpha / beta): 6.95 / 6.77 eV

Element x y z (Å)
1 Eu -1.97406 1.79823 -0.61795
2 P 2.53648 -1.31541 1.44301
3 P 0.91465 2.58100 -0.10594
4 P -1.62442 -1.92199 -0.07878
5 H -1.24043 2.92782 -3.21353
6 C -2.19150 2.46231 -2.93350
7 C -3.18999 3.14090 -2.28205
8 H -3.11313 4.20917 -2.03379
9 C 3.86436 -2.52015 1.36803
10 C 3.05032 0.25135 2.13852
11 C 1.11893 -1.90487 2.37192
12 C 0.42188 3.97987 -1.20256
13 C 1.71449 3.54037 1.25305
14 C 2.41305 2.02355 -1.00667
15 C -3.06639 -1.96521 -1.22285
16 C -2.41992 -2.82865 1.31713
17 C -0.70078 -3.37849 -0.76468
18 H -2.35864 1.45562 -3.35113
19 H -4.18530 2.70539 -2.13126
20 H 4.14925 -2.81500 2.38755
21 H 4.72868 -2.07574 0.84960
22 H 3.51910 -3.40267 0.80535
23 H 3.84014 0.09421 2.88457
24 H 2.20787 0.75106 2.63430
25 H 3.44353 0.91117 1.35649
26 H 1.42089 -2.70468 3.05816
27 H 0.35517 -2.29398 1.68640
28 H 0.67765 -1.09007 2.95865
29 H 1.02581 4.85176 -0.91646
30 H -0.64724 4.24014 -1.08298
31 H 0.60429 3.73448 -2.25947
32 H 2.65557 3.99209 0.90555
33 H 1.93410 2.87983 2.10201
34 H 1.04288 4.34027 1.59308
35 H 3.18528 2.80552 -1.01208
36 H 2.13322 1.77722 -2.03773
37 H 2.81500 1.10818 -0.55958
38 H -3.54623 -2.95463 -1.16290
39 H -2.73019 -1.77608 -2.25259
40 H -3.78473 -1.18652 -0.92471
41 H -2.87680 -3.75090 0.92692
42 H -3.18913 -2.19381 1.77620
43 H -1.67497 -3.09176 2.08146
44 H -1.33795 -4.27731 -0.74159
45 H 0.20421 -3.56191 -0.16583
46 H -0.38018 -3.17299 -1.79518
47 C 1.43626 -1.04550 -2.92963
48 C 2.26064 -1.13355 -4.11664
49 C 1.68571 -1.52247 -5.31429
50 C 0.29322 -1.63169 -5.45141
51 C -0.52462 -1.18842 -4.40183
52 C 0.02872 -0.83391 -3.18291
53 O 1.90224 -1.17960 -1.75723
54 H 2.12117 -1.11834 0.09260
55 H 3.33275 -0.98346 -4.01119
56 H 2.33178 -1.74883 -6.16392
57 H -0.14488 -1.99773 -6.38369
58 H -1.61196 -1.15384 -4.51178
59 H -0.60130 -0.49521 -2.34984
60 C -2.56709 -0.80388 4.28770
61 N -1.88568 0.40665 3.84553
62 C -0.86171 1.00491 4.55918
63 C -0.47599 2.09817 3.86623
64 N -1.25836 2.13883 2.72793
65 C -2.13146 1.08121 2.69100
66 S -3.39035 0.70092 1.59528
67 H -3.58377 -0.82444 3.86869
68 H -2.01681 -1.70713 3.97360
69 H -2.61780 -0.77780 5.38463
70 H -0.52485 0.60184 5.50025
71 H 0.27720 2.83400 4.08435
72 H -1.21788 2.90057 2.05517

Record 2
2 unconnected molecules or ions with the total composition C10H10O3S in a non-equilibrium geometry. Source: the Open Molecules 2025 dataset; level of theory: ωB97M-V with the def2-TZVPD basis set.

Properties
relative energy (zero: lowest compared OMol25 entry of this formula, charge and spin): 646.6 kJ/mol
M: 210.25 g/mol
frontier orbital gap (alpha / beta): 7.70 / 8.84 eV

Element x y z (Å)
1 C -3.56145 -0.15507 -0.06582
2 C -2.86836 0.10824 1.10631
3 C -3.02648 -0.94771 -1.05381
4 C -1.57289 -0.35194 1.18639
5 C -1.69028 -1.39071 -1.01526
6 C -1.07132 -1.05695 0.14305
7 C 1.63619 -1.26863 0.34971
8 C 1.96598 0.66496 -1.21261
9 C 1.59328 2.19033 0.39373
10 C 2.15662 0.07740 0.24745
11 O 3.79378 -2.56364 1.08406
12 O 1.42033 1.99161 -0.96068
13 O 1.47958 0.99479 1.07926
14 S 2.35460 -2.70368 0.70895
15 H -4.55289 0.05474 -0.03346
16 H -3.15007 0.76884 1.84709
17 H -3.64147 -0.94732 -1.88930
18 H -0.86089 -0.17892 1.91669
19 H -1.32167 -2.04083 -1.72936
20 H 2.82659 0.73306 -1.83341
21 H 1.21942 0.21877 -1.92931
22 H 2.68726 2.64696 0.54309
23 H 0.91818 3.00665 0.72218
24 H 3.26598 0.14904 0.39504

Record 3
A molecular structure, C30H46CsN3S5Si2 in a non-equilibrium geometry. Source: the Open Molecules 2025 dataset; level of theory: ωB97M-V with the def2-TZVPD basis set.

Properties
relative energy (zero: lowest compared OMol25 entry of this formula, charge and spin): 45.5 kJ/mol
M: 798.13 g/mol
frontier orbital gap: 5.73 eV

Element x y z (Å)
1 Cs 0.52486 0.90713 -0.61462
2 C -3.00686 2.82629 -2.69152
3 C -2.18778 3.26935 -3.90326
4 S -0.42117 3.44572 -3.52582
5 C 0.30469 2.69453 -5.00788
6 C 1.71980 2.19620 -4.73424
7 S 1.84818 0.83055 -3.55594
8 C 1.69594 -0.63797 -4.59393
9 C 0.28091 -1.04401 -5.00212
10 S -0.81213 -1.31408 -3.57812
11 C -2.27133 -0.38165 -4.12643
12 C -3.16559 0.02234 -2.95892
13 S -2.49627 1.30175 -1.87390
14 H -4.06098 2.75134 -2.96771
15 H -2.94683 3.58783 -1.91111
16 H -2.57826 4.22184 -4.26465
17 H -2.29098 2.55275 -4.71732
18 H 0.32710 3.42368 -5.81995
19 H -0.33165 1.86560 -5.31651
20 H 2.32927 3.00153 -4.31995
21 H 2.19711 1.89622 -5.66926
22 H 2.15515 -1.43581 -4.00680
23 H 2.31975 -0.51159 -5.48133
24 H 0.33134 -1.95541 -5.59981
25 H -0.16943 -0.27569 -5.62989
26 H -2.84410 -0.98523 -4.83306
27 H -1.91491 0.50445 -4.64881
28 H -3.35211 -0.83294 -2.30891
29 H -4.13321 0.35843 -3.33722
30 C 5.11739 2.50426 1.68110
31 Si 3.72434 1.87828 0.58796
32 C 4.53428 0.62537 -0.56137
33 C 3.20944 3.36689 -0.45698
34 C 2.35821 1.16878 1.55425
35 C 1.40821 2.13278 2.09743
36 C 1.22696 2.34740 3.49572
37 C 0.32190 3.26284 3.96547
38 C -0.43568 4.01119 3.05727
39 C -0.23196 3.75975 1.72169
40 N 0.63573 2.85785 1.23704
41 Si 2.47779 -0.41433 2.43650
42 C 3.70630 -0.58120 3.85161
43 C 0.77270 -0.86538 3.12182
44 C 2.92711 -1.82262 1.25702
45 H 5.95116 2.89918 1.09080
46 H 5.49811 1.69610 2.31219
47 H 4.76395 3.29853 2.34605
48 H 5.36118 1.10051 -1.09872
49 H 3.84836 0.21497 -1.30840
50 H 4.94647 -0.21036 0.00920
51 H 4.09017 3.93869 -0.76551
52 H 2.56544 4.02466 0.12831
53 H 2.65719 3.10932 -1.36962
54 H 1.85993 1.80325 4.18607
55 H 0.21597 3.42566 5.03209
56 H -1.14777 4.75817 3.38015
57 H -0.80053 4.31160 0.97597
58 H 3.46629 0.08467 4.68509
59 H 4.71246 -0.32390 3.50784
60 H 3.73526 -1.60606 4.23648
61 H 0.47940 -0.23359 3.96214
62 H 0.74744 -1.90697 3.45917
63 H 0.00236 -0.74171 2.35004
64 H 3.99795 -1.85094 1.04293
65 H 2.40739 -1.74660 0.29595
66 H 2.65829 -2.78300 1.70895
67 S -2.24596 -3.72640 3.83041
68 C -2.17955 -2.80026 2.30592
69 C -2.76460 -1.54840 2.21158
70 C -2.62293 -0.83677 1.02877
71 N -1.94992 -1.29539 -0.02718
72 C -1.40097 -2.50631 0.07248
73 C -1.48132 -3.28937 1.21370
74 C -3.67214 -4.74680 3.49978
75 C -3.52952 -6.00277 2.93098
76 C -4.66873 -6.76636 2.71501
77 N -5.89845 -6.36452 3.03169
78 C -6.01843 -5.16035 3.58741
79 C -4.94455 -4.31961 3.84487
80 H -3.29547 -1.12031 3.05110
81 H -3.04895 0.15615 0.92820
82 H -0.85086 -2.85747 -0.79440
83 H -0.99262 -4.25326 1.25531
84 H -2.55152 -6.38190 2.66600
85 H -4.58292 -7.75271 2.27311
86 H -7.02351 -4.85017 3.85114
87 H -5.09676 -3.35424 4.30941

Record 4
C4H8N2 in the gas phase in a non-equilibrium geometry. Source: the Open Molecules 2025 dataset; level of theory: ωB97M-V with the def2-TZVPD basis set.

Properties
relative energy (zero: lowest compared OMol25 entry of this formula, charge and spin): 217.5 kJ/mol
SMILES: CCNCC#N
M: 84.12 g/mol
frontier orbital gap: 10.37 eV

Element x y z (Å)
1 C 1.43667 -0.22297 0.75623
2 C 0.47927 0.87293 -0.12620
3 N -0.39879 0.35717 -1.16274
4 C -1.62601 -0.24071 -0.66073
5 C -1.35402 -0.82016 0.67195
6 N -0.74198 -0.95240 1.64506
7 H 2.01691 -0.62871 -0.06698
8 H 1.32038 -1.12443 1.40923
9 H 2.01444 0.43582 1.39967
10 H -0.12164 1.62220 0.43022
11 H 1.27005 1.43247 -0.64143
12 H 0.11445 -0.27816 -1.76246
13 H -2.01278 -0.98175 -1.36506
14 H -2.39696 0.52869 -0.52677

Number 1: E -85504.3752 eV. Number 2: E -27502.4376 eV. Number 3: E -106807.7137 eV. Number 4: E -7255.6208 eV.